1:
Formula: C6H10S2
Source: the OMol25 dataset
Level of theory: wB97M-V/def2-TZVPD

Geometry as ORCA input:
```
! RIJCOSX wB97M-V def2-TZVPD def2/J DEFGRID3
* xyz 0 1
C -1.60500 1.46585 -0.80398
H -1.95680 2.39399 -0.37209
H 2.48319 1.20884 0.69083
S 2.43666 -0.31224 -1.01432
H 0.49137 -1.97869 -0.22130
C -0.53057 0.70706 -0.36168
H 0.18626 0.39332 1.95121
H 0.01345 0.41810 -1.18469
H 1.59260 -1.68331 -1.32921
H -1.68603 1.41617 -1.85968
C -1.88371 0.22977 -0.12242
C 0.32444 0.19428 0.75976
H -0.05689 -1.97052 1.29718
H 2.34982 -0.43443 1.24104
S -1.62747 -1.37729 -0.61877
H -2.33012 0.44273 0.84408
C -0.14520 -1.34493 0.51969
C 1.94399 0.23130 0.58436
*
```

Properties
E_HOMO: -0.29441 Ha
Orbital gap: 8.44 eV
LUMO level: 0.43 eV

Atomic charges from the natural (NBO) analysis, expressed in e, are listed below: number 1, C, carries -0.3608; number 2, H, carries 0.2232; number 3, H, carries 0.2449; number 4, S, carries -0.0542; number 5, H, carries 0.1959; number 6, C, carries -0.2899; number 7, H, carries 0.2304; number 8, H, carries 0.2453; number 9, H, carries 0.1435; number 10, H, carries 0.2232; number 11, C, carries -0.4233; number 12, C, carries -0.1963; number 13, H, carries 0.2057; number 14, H, carries 0.2051; number 15, S, carries 0.2502; number 16, H, carries 0.2209; number 17, C, carries -0.5169; number 18, C, carries -0.5470

***

2:
Formula: C6H10S2
Source: the OMol25 dataset
Level of theory: wB97M-V/def2-TZVPD

Geometry as ORCA input:
```
! RIJCOSX wB97M-V def2-TZVPD def2/J DEFGRID3
* xyz 0 1
C -0.60810 -0.13630 0.26089
H 0.07735 -2.14633 0.90120
S 0.20558 1.53189 0.13729
C -2.01782 -0.01993 0.88107
H 1.97977 1.06131 -1.38413
H -3.43908 -0.94860 -0.66679
H -0.90892 -0.06507 -1.94703
H 2.53317 1.44050 0.27277
C 0.39504 -1.06365 0.86440
H -1.11819 -1.63821 -1.17661
C -2.65603 -0.23602 -0.54627
C 1.80706 0.86442 -0.34242
H 0.55588 -0.79350 1.91057
H -2.92292 0.72611 -1.01084
H -2.27037 -0.80107 1.54436
C -1.23021 -0.59979 -1.04689
S 1.89536 -0.94628 -0.14954
H -2.24130 0.94282 1.32787
*
```

Properties
E_HOMO: -0.31546 Ha
Orbital gap: 9.40 eV
LUMO level: 0.81 eV

Atomic charges from the natural (NBO) analysis, expressed in e, are listed below: number 1, C, carries -0.1270; number 2, H, carries 0.2375; number 3, S, carries 0.2035; number 4, C, carries -0.4082; number 5, H, carries 0.2238; number 6, H, carries 0.2073; number 7, H, carries 0.2156; number 8, H, carries 0.2303; number 9, C, carries -0.5428; number 10, H, carries 0.2045; number 11, C, carries -0.3975; number 12, C, carries -0.6926; number 13, H, carries 0.2217; number 14, H, carries 0.2040; number 15, H, carries 0.2100; number 16, C, carries -0.4195; number 17, S, carries 0.2132; number 18, H, carries 0.2160

***

3:
Formula: C6H10S2
Source: the OMol25 dataset
Level of theory: wB97M-V/def2-TZVPD

Geometry as ORCA input:
```
! RIJCOSX wB97M-V def2-TZVPD def2/J DEFGRID3
* xyz 0 1
H -2.89938 0.94145 -0.85735
H 1.40908 -2.34154 -1.13704
C -0.55048 0.59337 -0.63982
H -0.46874 1.19693 -1.57735
C 1.02952 -0.41715 0.86531
S 2.23023 0.18332 -0.40410
H -0.37322 -2.39380 -0.90252
C 0.55872 -0.43878 -0.54248
H -0.60978 0.04571 2.17537
H 1.29890 -1.36101 1.41713
H 0.33281 -1.63190 -2.40663
C 0.18417 0.60555 1.70447
C -0.35044 1.49413 0.57708
H 0.78460 1.25626 2.36068
S -2.19303 -0.15860 -0.56828
C 0.49334 -1.76740 -1.31232
H 0.43210 2.22585 0.34547
H -1.30841 1.96759 0.90237
*
```

Properties
E_HOMO: -0.32214 Ha
Orbital gap: 9.50 eV
LUMO level: 0.73 eV

Atomic charges from the natural (NBO) analysis, expressed in e, are listed below: number 1, H, carries 0.1292; number 2, H, carries 0.2296; number 3, C, carries -0.3422; number 4, H, carries 0.2334; number 5, C, carries -0.2726; number 6, S, carries 0.1088; number 7, H, carries 0.2150; number 8, C, carries -0.1583; number 9, H, carries 0.2215; number 10, H, carries 0.2359; number 11, H, carries 0.2254; number 12, C, carries -0.4217; number 13, C, carries -0.4198; number 14, H, carries 0.2258; number 15, S, carries -0.0421; number 16, C, carries -0.6140; number 17, H, carries 0.2247; number 18, H, carries 0.2213

***

Comparing the structures above, 3 comes out on top by 30.5 kJ/mol.